# 1
{
  "formula": "C3H10NO3",
  "method": "wB97M-V/def2-TZVPD",
  "symbols": ["O", "O", "O", "N", "C", "C", "C", "H", "H", "H", "H", "H", "H", "H", "H", "H", "H"],
  "xyz": [[0.8897, 2.1555, 0.6582], [-1.0294, 0.6052, 0.6630], [3.0267, 1.7067, 0.4840], [-1.3365, -1.5259, -0.4232], [2.0616, 2.4365, 0.8426], [-0.4278, -0.7432, 0.6894], [-0.6063, -1.5499, -1.7316], [-0.2143, -0.4362, -1.8506], [0.1110, -2.3033, -1.5745], [-1.3655, -1.8875, -2.4359], [2.4184, 3.2816, 1.4567], [-1.4438, -2.4927, -0.0751], [2.8215, 0.8863, 0.0113], [-0.8405, -0.9977, 1.6490], [-2.2734, -1.0529, -0.3669], [-0.1782, 1.1182, 0.5563], [-1.6133, 0.7993, 1.4474]],
  "forces_ev_per_angstrom": [[-0.21, 0.63, 0.01], [-1.36, 0.35, -0.16], [2.78, -1.01, -0.70], [0.05, 0.82, 2.58], [-1.68, 0.27, 1.17], [-0.38, -1.42, -0.71], [-1.61, 2.89, 0.62], [-0.63, -2.77, -0.29], [1.37, -0.42, -0.25], [0.45, 0.36, -0.59], [-0.38, 0.03, -0.48], [-0.13, 0.59, -0.18], [-0.50, 0.04, 0.01], [-0.03, -1.55, 0.39], [0.96, -0.78, -0.85], [0.28, 1.64, 0.40], [1.05, 0.31, -0.98]],
  "largest_force_ev_per_a": 3.36,
  "total_charge": 1,
  "lumo_energy_ev": -3.26,
  "homo_lumo_gap_ha": 0.350,
  "homo_ev": -12.784,
  "relative_energy_kcal_mol": 113.9
}


# 2
{
  "formula": "C3H10NO3",
  "method": "wB97M-V/def2-TZVPD",
  "symbols": ["O", "O", "O", "N", "C", "C", "C", "H", "H", "H", "H", "H", "H", "H", "H", "H", "H"],
  "xyz": [[-0.1495, -1.3249, -0.6418], [1.5853, 0.1071, -0.4459], [1.5740, -3.1548, -1.0974], [0.1963, 2.0850, 0.3111], [-0.6477, 0.9169, -0.1079], [0.4075, -0.1820, -0.4169], [-1.6735, 0.5148, 0.9192], [-1.1146, 1.1872, -1.0541], [1.1913, 1.8786, 0.1372], [0.5193, -2.0693, -0.9303], [-1.2738, -0.1954, 1.6400], [-2.0143, 1.3830, 1.4987], [-2.5912, 0.1452, 0.4757], [2.4817, -2.8287, -1.0811], [-0.0289, 2.9393, -0.2019], [0.0955, 2.2955, 1.3038], [1.4427, -3.6976, -0.3085]],
  "forces_ev_per_angstrom": [[0.05, -0.50, -0.33], [0.01, -0.15, 0.05], [-0.30, -0.02, 0.08], [-0.24, 0.93, 0.26], [0.74, -0.52, -0.52], [-0.33, 0.31, -0.12], [-0.39, 0.59, 0.85], [0.01, 0.02, -0.01], [0.15, -0.52, -0.20], [-0.09, 0.66, 0.31], [-0.07, -0.16, -0.10], [0.15, 0.02, -0.13], [0.18, -0.38, -0.21], [0.04, -0.05, 0.06], [-0.11, -0.06, 0.06], [-0.07, -0.05, 0.07], [0.28, -0.13, -0.12]],
  "largest_force_ev_per_a": 1.11,
  "total_charge": 1,
  "lumo_energy_ev": -3.38,
  "homo_lumo_gap_ha": 0.430,
  "homo_ev": -15.077,
  "relative_energy_kcal_mol": 9.2
}


# 3
{
  "formula": "C3H10NO3",
  "method": "wB97M-V/def2-TZVPD",
  "symbols": ["O", "O", "O", "N", "C", "C", "C", "H", "H", "H", "H", "H", "H", "H", "H", "H", "H"],
  "xyz": [[2.4715, -0.0509, -1.5290], [-1.4218, -1.0560, -1.5270], [1.2533, 1.1777, 0.2924], [0.0782, -1.2865, 0.5997], [-1.2033, 0.7850, 0.6769], [-0.7307, -0.4800, 1.4355], [-0.0034, 1.5240, 0.2240], [3.4083, -0.0847, -1.7861], [-0.5710, 0.7182, -0.4473], [-2.2848, 1.0704, 0.7204], [-0.1403, -0.2763, 2.2958], [2.3429, 0.5810, -0.7700], [-0.2165, 2.5844, 0.1244], [0.9758, -0.9496, 0.4048], [-1.9888, -1.5557, -2.1361], [-1.5472, -1.0970, 1.7791], [-0.4222, -1.6039, -0.3575]],
  "forces_ev_per_angstrom": [[0.04, 0.33, 0.73], [0.51, 0.81, 1.29], [-5.34, 0.79, 0.40], [-3.24, -0.50, -2.76], [1.52, -1.21, -0.14], [0.50, -1.32, 0.29], [4.72, 1.90, 3.36], [-0.50, 0.19, 0.28], [-2.62, -1.95, -2.06], [1.30, 0.17, -0.87], [0.45, 1.04, 0.79], [0.92, -0.95, -1.56], [-0.27, 0.29, -0.74], [2.48, 0.50, 0.12], [0.17, -0.21, -0.08], [-0.83, 0.05, -0.22], [0.19, 0.08, 1.16]],
  "largest_force_ev_per_a": 6.10,
  "total_charge": 1,
  "lumo_energy_ev": -9.83,
  "homo_lumo_gap_ha": 0.171,
  "homo_ev": -14.466,
  "relative_energy_kcal_mol": 264.3
}


# 4
{
  "formula": "C3H10NO3S",
  "method": "wB97M-V/def2-TZVPD",
  "symbols": ["S", "O", "O", "O", "N", "C", "C", "C", "H", "H", "H", "H", "H", "H", "H", "H", "H", "H"],
  "xyz": [[1.1108, 2.1282, -0.0629], [-1.2958, 0.2617, 1.2729], [2.8139, -1.0372, 1.9290], [-0.0270, -2.0901, 1.3153], [-1.1517, -0.7978, -1.4237], [-1.0556, 0.6263, -1.0866], [0.3174, 1.2372, -1.5294], [-1.2653, 1.0928, 0.3676], [2.4149, -1.0675, 1.0656], [0.1702, 2.0207, -2.2658], [-1.8136, 1.0690, -1.7520], [2.9800, -0.1062, 2.0905], [-0.6611, -1.3252, -0.6942], [0.7096, -2.2595, 1.8992], [-1.6191, 2.1087, 0.4969], [-2.1161, -1.0760, -1.2360], [-0.4905, -1.2296, 1.4558], [0.9790, 0.4444, -1.8422]],
  "forces_ev_per_angstrom": [[-0.39, -0.53, -0.42], [-0.33, 0.73, 0.14], [0.49, -0.41, 0.68], [-0.59, -0.57, -0.68], [-0.15, -0.18, 1.37], [0.76, 0.95, -1.38], [-0.25, 0.56, 1.58], [0.02, -1.80, -0.40], [-0.41, 0.26, -0.58], [0.07, -0.36, -0.46], [-0.12, 0.35, 0.51], [-0.20, 0.23, -0.16], [0.29, 0.03, -0.31], [0.03, 0.65, 0.37], [0.00, 0.38, 0.19], [0.05, 0.02, -0.23], [0.66, -0.18, 0.24], [0.07, -0.13, -0.45]],
  "largest_force_ev_per_a": 1.85,
  "total_charge": -1,
  "lumo_energy_ev": 3.76,
  "homo_lumo_gap_ha": 0.257,
  "homo_ev": -3.233,
  "relative_energy_kcal_mol": 37.6
}


# 5
{
  "formula": "C3H10NO3S",
  "method": "wB97M-V/def2-TZVPD",
  "symbols": ["S", "O", "O", "O", "N", "C", "C", "C", "H", "H", "H", "H", "H", "H", "H", "H", "H", "H"],
  "xyz": [[-1.7250, -1.0631, -0.2224], [1.0732, -0.7921, 2.8324], [1.4195, 2.4739, -0.7715], [0.3229, -3.3044, 0.5410], [-0.7967, 2.6382, -0.3332], [-0.0802, -0.3744, -0.4296], [0.3164, 2.0028, -0.9189], [-0.0656, 0.7067, -1.5768], [0.4374, 0.3571, -2.4749], [0.3770, -3.0483, -0.3661], [0.2353, 0.1367, 0.4802], [-1.5942, 2.0451, -0.1219], [-1.1115, 0.7543, -1.9136], [0.4577, -1.4454, 2.5507], [-0.5707, -3.0568, 0.8503], [1.0964, -0.0773, 2.1688], [0.6860, -1.0782, -0.7893], [-0.4779, 3.1251, 0.4947]],
  "forces_ev_per_angstrom": [[-0.35, -0.24, 0.29], [1.12, 1.46, 0.55], [0.63, 0.04, -0.18], [0.15, -0.98, 1.61], [0.60, -0.26, 0.33], [0.26, 0.45, -1.31], [-1.17, -0.02, -0.17], [-1.29, -0.13, -0.04], [0.84, 0.37, 0.26], [-0.42, 0.42, -0.72], [0.28, -0.29, 0.03], [0.12, -0.20, -0.25], [0.22, 0.30, 0.20], [-0.79, -0.63, -0.85], [0.36, 0.29, -0.80], [-0.24, -0.86, 0.35], [-0.16, -0.03, 0.79], [-0.16, 0.30, -0.09]],
  "largest_force_ev_per_a": 1.93,
  "total_charge": -1,
  "lumo_energy_ev": 3.72,
  "homo_lumo_gap_ha": 0.264,
  "homo_ev": -3.474,
  "relative_energy_kcal_mol": 16.7
}


# 6
{
  "formula": "C3H10NOP",
  "method": "wB97M-V/def2-TZVPD",
  "symbols": ["P", "O", "N", "C", "C", "C", "H", "H", "H", "H", "H", "H", "H", "H", "H", "H"],
  "xyz": [[-2.7750, 0.7799, 0.1871], [-1.5397, -0.4149, 0.3275], [1.3943, 0.1759, 0.5961], [-3.9563, -0.2894, -0.3328], [1.5486, 1.3573, -0.2176], [1.8397, -1.0788, 0.0503], [-3.5248, -1.2503, -0.4180], [1.2954, -1.3492, -0.9068], [-0.6671, -0.0675, 0.3647], [-4.9403, -0.1056, -0.4328], [2.6668, 1.4218, -0.5587], [0.8559, 1.4900, -1.1208], [1.4006, 2.3652, 0.3000], [1.9971, 0.2765, 1.4663], [1.5090, -1.9198, 0.7150], [2.8956, -1.3908, -0.0194]],
  "forces_ev_per_angstrom": [[0.43, -2.37, -0.31], [-2.67, 0.81, -0.34], [0.83, 0.27, 2.11], [3.94, 1.32, 1.16], [2.02, 2.25, -1.50], [-1.36, -2.95, -0.85], [-0.15, -1.20, -0.28], [0.82, 0.65, 0.82], [1.68, 0.76, 0.40], [-3.12, 0.64, -0.49], [-1.87, 0.06, -0.05], [0.94, -0.98, 1.15], [-0.01, -1.69, 0.06], [-1.44, 0.32, -1.29], [-0.24, 0.86, -0.16], [0.20, 1.26, -0.43]],
  "largest_force_ev_per_a": 4.32,
  "smiles": "C=PO.CNC",
  "total_charge": 0,
  "lumo_energy_ev": 0.74,
  "homo_lumo_gap_ha": 0.353,
  "homo_ev": -8.871,
  "relative_energy_kcal_mol": 65.3
}


# 7
{
  "formula": "C3H10NOPS",
  "method": "wB97M-V/def2-TZVPD",
  "symbols": ["S", "P", "O", "N", "C", "C", "C", "H", "H", "H", "H", "H", "H", "H", "H", "H", "H"],
  "xyz": [[-3.8590, -0.2429, 0.2251], [2.0244, -0.5571, 0.4327], [3.4672, -0.3545, 0.5326], [1.2360, 0.7309, -0.2747], [1.7041, 2.0733, 0.0207], [1.4900, -1.9766, -0.5782], [-5.4490, -0.0399, 0.1474], [-6.0673, -0.0515, 1.0363], [1.3973, 2.7457, -0.7801], [1.8803, -2.8864, -0.1273], [1.3340, 2.4593, 0.9748], [1.9322, -1.8553, -1.5668], [2.7920, 2.0311, 0.0599], [0.2302, 0.6486, -0.3265], [1.4308, -0.8050, 1.6817], [0.4097, -2.0399, -0.6598], [-5.9528, 0.1201, -0.7977]],
  "forces_ev_per_angstrom": [[-0.25, 0.03, 0.01], [-0.95, -0.63, -0.76], [0.95, 0.15, 0.10], [-0.20, -0.32, 0.12], [0.17, 0.18, 0.03], [0.38, 0.46, 0.33], [0.48, -0.04, 0.00], [-0.11, -0.01, 0.08], [0.07, 0.04, 0.04], [-0.02, -0.07, 0.05], [0.00, 0.04, 0.00], [-0.04, 0.02, -0.01], [-0.05, 0.17, -0.01], [-0.02, -0.05, -0.09], [-0.13, 0.00, 0.18], [-0.18, 0.01, 0.01], [-0.11, 0.01, -0.09]],
  "largest_force_ev_per_a": 1.37,
  "smiles": "CN[P@@H](C)=O.C=S",
  "total_charge": 0,
  "lumo_energy_ev": -0.70,
  "homo_lumo_gap_ha": 0.314,
  "homo_ev": -9.250,
  "relative_energy_kcal_mol": 42.3
}


# 8
{
  "formula": "C3H10NOPS2",
  "method": "wB97M-V/def2-TZVPD",
  "symbols": ["S", "S", "P", "O", "N", "C", "C", "C", "H", "H", "H", "H", "H", "H", "H", "H", "H", "H"],
  "xyz": [[-2.7136, 0.7334, 0.2980], [2.7755, -0.1459, 0.6088], [-0.8851, 0.0619, 0.9926], [-1.2286, -1.2742, 0.0142], [0.1631, 0.8907, -0.0200], [-0.0470, 1.2242, -1.3912], [-0.6387, -2.4870, 0.4716], [1.3927, 1.0932, 0.6356], [1.8898, 2.0258, 0.4002], [-0.8709, -3.0875, -0.4019], [2.9603, -0.6450, -0.5646], [1.2639, 1.0561, 1.6754], [0.7698, 1.1659, -2.0485], [-0.6930, 2.1663, -1.3649], [-1.1946, -2.8994, 1.2971], [-0.6471, 0.4101, -1.8046], [0.4193, -2.3710, 0.7883], [-2.7159, 2.0824, 0.4140]],
  "forces_ev_per_angstrom": [[-3.14, 0.66, -0.72], [0.27, -0.29, 1.93], [0.74, -0.20, -0.73], [-0.09, 0.49, 1.13], [2.24, -0.09, 1.44], [-3.29, 0.04, 0.62], [-0.09, -0.16, -0.55], [1.22, 0.35, -1.72], [-0.27, 0.37, -0.29], [0.89, -0.80, 0.09], [-0.25, -0.08, -1.76], [-0.40, 0.28, 1.68], [1.69, 0.76, -0.30], [1.16, -0.88, -0.98], [-0.24, -0.11, 0.49], [-0.49, 0.21, -0.08], [-0.50, -0.19, -0.64], [0.54, -0.35, 0.40]],
  "largest_force_ev_per_a": 3.35,
  "total_charge": 0,
  "lumo_energy_ev": [0.63, -3.18],
  "homo_lumo_gap_ha": [0.187, 0.212],
  "homo_ev": [-4.453, -8.941],
  "spin_multiplicity": 3,
  "relative_energy_kcal_mol": 35.2
}


# 9
{
  "formula": "C3H10NOS",
  "method": "wB97M-V/def2-TZVPD",
  "symbols": ["S", "O", "N", "C", "C", "C", "H", "H", "H", "H", "H", "H", "H", "H", "H", "H"],
  "xyz": [[-2.0925, 1.2258, 1.3197], [-3.2769, -1.3734, -0.2821], [1.7319, -0.1355, 0.3039], [0.4203, -0.0949, 0.8882], [-0.5099, 1.0528, 0.3587], [1.8532, -0.0550, -1.1321], [1.0170, -0.5650, -1.6306], [2.7373, -0.5860, -1.4830], [0.3493, -0.0052, 1.9764], [2.3172, 0.5488, 0.7391], [-2.7697, -0.6066, 0.0007], [0.1156, 1.9385, 0.4934], [-2.6841, -2.1119, -0.1308], [-0.7534, 0.8163, -0.6763], [1.7054, 0.9718, -1.4912], [-0.1608, -1.0204, 0.7461]],
  "forces_ev_per_angstrom": [[0.77, -0.22, -0.47], [-0.39, -0.92, -0.68], [0.61, -0.86, 0.59], [-2.68, 0.39, -0.22], [0.14, -0.76, 1.16], [-1.33, -0.07, -0.27], [0.02, -0.23, 0.41], [0.33, 0.52, -0.07], [0.96, 0.16, 0.02], [0.27, 0.33, 0.15], [0.14, 1.00, 0.73], [-0.23, 0.39, -0.53], [0.05, -0.07, 0.07], [0.16, 0.50, -0.22], [0.71, 0.00, -0.27], [0.46, -0.17, -0.41]],
  "largest_force_ev_per_a": 2.71,
  "total_charge": -1,
  "lumo_energy_ev": 3.71,
  "homo_lumo_gap_ha": 0.234,
  "homo_ev": -2.668,
  "relative_energy_kcal_mol": 21.3
}


# 10
{
  "formula": "C3H10NOS",
  "method": "wB97M-V/def2-TZVPD",
  "symbols": ["S", "O", "N", "C", "C", "C", "H", "H", "H", "H", "H", "H", "H", "H", "H", "H"],
  "xyz": [[-0.9239, 1.6234, 1.2463], [1.1755, -1.5714, -0.4514], [2.3828, 0.4538, 0.1220], [-2.7979, -0.2281, 0.3137], [1.9350, -0.5769, -0.8822], [-1.3025, -0.0246, 0.5786], [-2.8946, -1.0639, -0.3841], [-0.7538, -0.1956, -0.3372], [3.1539, 0.1379, 0.7100], [0.1834, 1.7268, 0.4916], [1.3935, 0.0228, -1.6536], [-3.0960, 0.5853, -0.3653], [-3.4338, -0.2610, 1.1906], [-0.8882, -0.7386, 1.2871], [2.9793, 1.0408, -0.4696], [2.8872, -0.9307, -1.3966]],
  "forces_ev_per_angstrom": [[0.05, 0.20, -0.41], [0.34, 0.23, 0.41], [0.78, 1.00, -0.21], [0.81, 0.68, -1.43], [-0.18, -1.35, -0.43], [-0.54, -0.44, 0.54], [-0.22, -0.59, 0.70], [0.29, 0.09, -0.04], [-0.53, -0.96, 0.39], [0.17, 0.14, 0.34], [0.16, 0.50, -0.12], [-0.26, 0.22, 0.57], [-0.13, -0.18, 0.02], [-0.12, -0.17, -0.14], [-0.47, 0.60, -0.17], [-0.14, 0.04, 0.00]],
  "largest_force_ev_per_a": 1.78,
  "total_charge": -1,
  "lumo_energy_ev": 3.58,
  "homo_lumo_gap_ha": 0.224,
  "homo_ev": -2.530,
  "relative_energy_kcal_mol": 48.6
}


# 11
{
  "formula": "C3H10NOS",
  "method": "wB97M-V/def2-TZVPD",
  "symbols": ["S", "O", "N", "C", "C", "C", "H", "H", "H", "H", "H", "H", "H", "H", "H", "H"],
  "xyz": [[-1.7517, 0.9863, 0.1923], [1.8728, -0.4225, -0.7241], [2.0676, -1.4623, 1.5559], [-2.3362, 0.9882, -1.5790], [2.6153, -0.5098, 0.3502], [-0.6613, -0.3543, 0.1270], [1.1861, -0.9574, 1.8176], [-3.3705, 1.1670, -1.5169], [3.5851, -1.0622, 0.2281], [-0.3067, -0.4772, -1.0495], [2.8098, 0.4834, 0.9043], [1.8856, -2.3613, 1.1720], [-1.2036, -1.1435, 0.5095], [0.3648, -0.2209, 0.5557], [-1.8992, 1.7683, -2.1749], [-2.1860, -0.1051, -2.0094]],
  "forces_ev_per_angstrom": [[-1.16, 1.89, -1.02], [0.58, 0.02, 0.01], [-0.13, 3.12, 0.31], [0.84, -2.52, 0.62], [0.46, -1.00, 0.90], [3.19, 0.41, -3.55], [0.97, -1.52, -0.06], [-1.49, 0.21, -0.12], [0.18, 0.58, -0.18], [-0.94, -0.11, 3.31], [-0.08, -0.90, -0.31], [-0.66, -0.61, -0.55], [-0.59, -2.30, 0.62], [-1.59, 0.21, -0.44], [0.58, 0.05, -0.29], [-0.16, 2.46, 0.75]],
  "largest_force_ev_per_a": 4.79,
  "total_charge": -1,
  "lumo_energy_ev": 3.36,
  "homo_lumo_gap_ha": 0.228,
  "homo_ev": -2.857,
  "relative_energy_kcal_mol": 74.9
}


# 12
{
  "formula": "C3H10NOS",
  "method": "wB97M-V/def2-TZVPD",
  "symbols": ["S", "O", "N", "C", "C", "C", "H", "H", "H", "H", "H", "H", "H", "H", "H", "H"],
  "xyz": [[-2.6094, 0.4901, 0.0694], [1.1299, -2.3519, -0.4184], [0.2282, -0.0074, -1.4639], [0.8482, -1.2926, 0.4845], [0.7308, 0.0035, -0.2918], [0.6919, 1.1402, 0.5648], [-0.0867, 0.9545, -1.9198], [-3.4533, 0.3940, -0.9094], [-0.0479, -0.8224, -2.0059], [-3.1671, 0.4759, 1.2462], [-0.1190, -1.4235, 0.9661], [-0.3383, 1.3222, 0.6749], [1.1292, 1.9763, -0.0197], [1.3025, 1.2057, 1.4317], [0.9514, -3.1696, 0.0411], [1.7193, -1.2103, 1.2385]],
  "forces_ev_per_angstrom": [[2.82, 0.16, -0.24], [-0.48, 0.72, 0.11], [-0.83, 3.34, -2.14], [2.67, -0.52, -0.67], [-1.19, -3.09, 1.52], [2.16, 2.95, -1.76], [1.02, -2.61, 1.26], [-1.67, -0.15, -0.14], [0.56, -0.30, 0.42], [-1.48, -0.08, 0.41], [-0.14, 0.19, 0.36], [-1.34, 0.63, 0.66], [-0.65, 0.11, 0.09], [0.10, -0.90, 0.98], [-0.01, -0.56, 0.02], [-1.55, 0.10, -0.88]],
  "largest_force_ev_per_a": 4.06,
  "total_charge": 1,
  "lumo_energy_ev": -4.50,
  "homo_lumo_gap_ha": 0.341,
  "homo_ev": -13.783,
  "relative_energy_kcal_mol": 32.0
}